Molecular formula: C29H43BrF6N2O10S2
Method: DFT, ωB97M-V/def2-TZVPD

```
93
C29H43BrF6N2O10S2 | OMol25 | ωB97M-V/def2-TZVPD
C -2.3353 -1.7653 8.3723
C -3.9763 -1.4724 6.2660
C 0.9233 3.0309 8.8743
H 2.9431 1.1633 -10.6666
C 0.5580 -1.4469 8.2181
F 0.3572 -10.6637 -8.6329
H -0.8785 0.0924 -4.8898
H -4.6490 -1.3412 5.4265
H -0.3528 5.2666 4.5266
O 1.3377 -0.9683 -10.8599
H 2.8574 1.6440 -12.3703
C -0.5234 -9.8540 -8.0586
H 1.4205 1.7404 -11.3455
C -0.7220 5.4844 9.4354
O 1.2813 -8.2654 -7.8626
O -0.6517 0.0112 -11.2940
Br 0.4187 -1.3758 5.3962
F 0.3763 -1.5143 -8.4458
C -0.3258 3.4072 8.0418
C 1.2721 3.4422 0.9217
H -1.0400 6.5272 9.3845
H 1.5492 -1.0103 8.0993
H 0.3835 5.3954 7.5964
S -0.2677 3.2926 3.1430
H -0.8700 1.4453 -6.0390
H 0.1835 -1.1122 9.1891
O -0.8446 -7.6007 -7.4934
H -1.2240 -5.8153 -6.6341
H -0.8651 1.1421 5.4565
C 1.0892 2.1844 -2.2454
C -0.8776 1.4546 6.5042
H 1.1348 -0.5503 -6.2661
O -0.8503 3.6483 5.6502
H -1.9236 1.5270 6.8197
F -0.5647 -2.8577 -9.8621
N 0.5974 -2.9059 8.1230
C -0.4676 1.9750 -4.0353
H 1.5732 3.8987 9.0020
H 0.7005 -5.9043 -9.0140
H -1.2047 2.9640 8.5197
O 2.2849 2.8139 1.0490
C -2.6502 -1.0872 6.1325
C 0.1054 -8.4661 -7.8047
H -1.0053 -5.4638 -9.1052
C -1.7873 -1.2320 7.2133
O 0.5112 3.4042 -0.2001
H 2.9995 1.5907 -1.4289
F -1.5964 -9.7628 -8.8493
H 2.2034 0.3222 -2.3707
H -2.2982 -0.6869 5.1921
C 0.0541 -0.7208 -10.6692
C 2.3927 1.3929 -2.3113
H 0.1288 -4.4455 -8.1998
H -1.5067 4.9220 9.9461
H 1.0207 4.2436 4.9836
C -0.0313 4.2349 4.6881
O -0.1513 0.5597 7.3283
C -0.1288 -5.4684 -8.4579
H -1.3887 5.1969 7.4405
H 0.8504 2.6739 6.3929
C -3.6705 -2.1447 8.3977
H 0.7865 4.2971 -2.0228
H 1.5017 2.2527 8.3793
C 2.3164 1.1590 -11.5586
H 1.5147 4.8120 2.5196
C -0.4050 -6.2567 -7.1974
N -4.4941 -2.0070 7.3663
C -0.2130 2.8215 6.6104
H 0.4682 -6.2982 -6.5472
H 0.1874 -3.3164 8.9508
S 1.3571 0.6109 -5.6438
H -1.7443 -1.8903 9.2696
H 0.6342 2.6628 9.8575
H -4.0844 -2.5815 9.2992
O 0.6786 2.5511 -3.5930
H 0.0502 5.0918 1.5581
H 2.8611 -0.8341 -12.1759
C -0.3273 -0.8047 7.1484
H 0.1856 5.4570 10.0384
H 1.3142 -0.2889 -12.8231
C -0.3587 0.9990 -5.1878
C -0.4611 -1.5743 -9.4915
C 1.2242 3.4861 -1.4433
O -1.5397 2.2366 -3.5684
H 2.2718 3.7157 -1.2522
C 0.6890 4.3285 1.9992
H 0.3077 1.5815 -1.7815
F -0.9046 -10.3960 -6.8947
H 1.5581 -3.2158 8.0868
F -1.6542 -1.1563 -9.0907
C 1.9665 -0.2583 -11.9515
C -0.5083 4.9250 8.0220
H 2.9428 1.6997 -3.2004
```

Properties
Kohn-Sham gap ... 9.33 eV
HOMO ... -8.931 eV
LUMO level ... 0.397 eV
SMILES string ... CC[C@H](C)[C@@H](CO[C@@](Br)(CN)c1ccncc1)OCSCC(=O)OC[C@H](C)OC(=O)CS.CCOC(=O)C(F)(F)F.CCOC(=O)C(F)(F)F
Net charge ... 0

Molecular formula: C15H24NO2
Method: DFT, ωB97M-V/def2-TZVPD

```
42
C15H24NO2 | OMol25 | ωB97M-V/def2-TZVPD
H 0.9119 -3.7373 -3.4968
H -0.0637 -0.6483 0.0146
H -0.5972 -3.2305 -2.7074
H -0.8578 0.2807 3.0565
H 0.3552 0.3787 -2.3641
C -1.8048 3.3480 2.6964
H -2.6685 3.2285 3.3330
H 0.8414 -1.9319 -0.6640
C -1.6793 -1.1566 1.0196
C -0.0487 2.3907 1.3810
C 0.1639 -0.6548 -2.0747
H 1.2962 -4.8594 -0.0933
C 1.5837 1.2825 0.0003
N 0.6720 -0.8950 -0.7006
C -2.0554 0.0832 1.3065
H -0.2640 -4.9270 -0.9603
C 0.8230 -1.6208 -3.0550
H 2.4707 1.7626 0.4308
H -1.8571 5.4848 2.7788
H -1.0801 -1.7332 1.7079
H 1.2360 -5.4381 -1.7753
O 0.5264 1.2166 0.9261
H 1.9062 -1.4963 -3.0399
H 2.6282 -0.2227 -1.1618
H 0.1234 5.7546 1.3276
C -1.6427 0.8305 2.5317
C 1.9107 -0.1709 -0.3436
C -1.1669 2.2222 2.2050
H -2.7067 0.6267 0.6335
O 1.0487 -3.3994 -1.4617
C 0.4125 3.6577 1.0672
C -0.2421 4.7702 1.5738
H -0.9165 -0.8129 -2.0728
C 0.8088 -4.7346 -1.0574
H -2.5091 0.9031 3.1938
H 0.4744 -1.4003 -4.0628
H 2.3383 -0.6523 0.5372
H 1.2790 3.7967 0.4401
C 0.4911 -3.0762 -2.7304
H 1.2818 1.8484 -0.8917
C -1.3490 4.6189 2.3857
H -2.0736 -1.6871 0.1665
```

Properties
Kohn-Sham gap ... 9.31 eV
HOMO ... -11.459 eV
LUMO level ... -2.151 eV
SMILES string ... C=CCc1ccccc1OCC[NH2+]CCCOC
Energy relative to the best compared isomer or geometry (same formula, charge and spin) ... 30.6 kcal/mol
Net charge ... +1

Molecular formula: C36H74F8O22P4
Method: DFT, ωB97M-V/def2-TZVPD

```
144
C36H74F8O22P4 | OMol25 | ωB97M-V/def2-TZVPD
O 1.0618 0.2529 3.8870
H 2.0416 3.8101 1.7576
H 0.7669 -0.1188 -1.2863
H -0.1990 0.5766 -2.7485
O -7.0579 1.3318 -3.5307
O -7.6107 2.4639 -6.5573
C -9.4843 3.5346 -4.8556
H -0.7797 -6.1807 11.6696
H 2.2005 -1.3918 4.2683
H 6.4342 1.4896 2.7436
C -10.5862 2.9693 -3.9833
O 0.1519 1.3003 5.8192
H 1.9637 -1.8852 -5.5488
H 10.0705 4.3135 1.9368
O 7.4041 1.4798 0.8810
H -2.0792 -9.0767 9.2534
C -1.0601 -9.3471 8.9630
H -2.0411 -5.2233 4.7841
C 5.1392 0.7302 1.2155
F 0.8721 3.5060 -8.3623
H -3.9775 2.5052 -5.7527
H -0.1423 -2.1299 4.0917
F 2.9341 1.9498 -9.0295
F -0.1301 2.1510 -6.1615
H 0.4025 -0.3573 -6.0619
H -4.4039 4.2624 -7.5079
C 6.2359 3.1183 -1.2138
F -1.8773 2.6589 -7.7115
O -1.7069 -5.5813 6.7608
H 0.4501 4.0039 2.4627
H 5.1421 -0.6994 -3.3941
H -2.6570 2.1337 4.1603
H -3.4144 -5.9372 5.6210
C -3.1271 -3.8098 5.9812
H -1.0017 4.7040 4.1743
C 0.0762 -3.1485 -6.2720
H 4.6603 -0.9317 -5.2116
P -7.3496 1.9292 -5.1278
C -2.6013 -5.2114 5.7241
H 4.6826 1.7019 1.0107
P 0.7828 1.7761 4.4876
H -0.0082 1.6903 -1.1726
C -1.2936 0.2203 -7.5262
O -0.5914 -7.1981 7.9148
H 0.4307 -1.2547 -7.7515
C -4.9926 2.7394 -6.0879
H 4.4100 4.2573 -1.0775
H -2.3028 -3.0889 5.9843
O -8.2139 3.1320 -4.3695
H 1.5417 4.4561 4.7074
H 5.3184 4.1693 0.4437
H -5.2503 2.0090 -6.8617
H 1.8547 -0.4187 5.6931
C -1.7406 2.6878 4.3887
O 1.4878 2.3077 2.9999
H 6.9205 -0.0765 2.0952
C -0.6939 1.7486 -7.4775
H -9.5140 4.6285 -4.8172
H -3.8454 -3.5169 5.2112
O 9.4307 2.8869 0.5595
H -0.6727 -10.0644 9.6928
H -0.4917 -4.1111 -5.8538
O -3.6627 -6.0570 8.0282
C -1.8734 4.1108 3.8868
O -0.9534 -2.0577 -6.2628
H -3.4877 -5.8131 10.2930
O 2.3385 -3.9634 -5.2397
H -8.8825 1.3710 -2.5758
O -0.6747 2.0274 3.7252
H -1.6245 2.6950 5.4750
H 11.5436 1.6284 1.6187
H 5.1957 0.1860 0.2676
C -8.0987 0.6620 -2.8452
F -1.6364 -0.1552 -8.9490
H 5.8915 5.2175 -0.8496
C 2.0954 4.5386 3.7680
H 2.0091 -0.3973 -3.9550
H 10.3408 1.9144 2.8646
H 4.4806 0.1811 1.8968
H -1.9380 -7.4584 11.2968
H 6.2931 3.2303 -2.3016
H -9.6547 3.2387 -5.8934
H 1.0212 -2.6997 -4.1330
C -2.4383 -5.5443 10.4346
C -0.2856 -0.8959 -6.8698
H -7.6768 0.2922 -1.9047
H 2.1095 5.5907 3.4676
C -5.0335 4.1614 -6.6201
C -0.1654 -8.1272 8.8931
H -7.8560 -1.2143 -3.8839
H 3.1676 0.9917 -4.7218
H -4.6798 4.8633 -5.8576
C 1.7279 1.1618 -8.6825
H -9.4188 -1.0305 -3.0517
H 1.9482 0.5771 -7.6929
H -10.6255 1.8805 -4.0690
C 11.0846 2.4104 2.2329
H 11.2079 3.8752 0.6678
H 0.8467 -8.4415 8.6172
C -8.6528 -0.5074 -3.6320
H -3.6125 -3.7329 6.9593
C 1.8607 1.5562 -2.5507
H -0.0834 -7.6344 9.8627
H 3.1215 4.2146 3.9687
C -1.8445 -6.3964 11.5373
C 6.5151 0.9040 1.8247
F -2.6264 0.2632 -6.8165
H -6.0524 4.4679 -6.8776
C 5.4140 4.2547 -0.6424
H -0.6249 -1.1070 5.4340
H -1.9446 4.1368 2.7950
H -2.4066 -4.4907 10.7310
O 1.7474 2.8001 -3.0838
C 4.2587 -1.0344 -4.1165
P -2.2121 -6.5960 7.9747
C 1.4700 3.6865 2.6834
H -9.1001 -0.1768 -4.5737
H 0.4596 -2.4837 5.7267
C 1.3383 -2.8597 -5.2586
C 10.4527 3.4723 1.3496
H -1.1220 -9.8358 7.9856
O 4.6369 -3.4906 -5.7971
F -0.1758 2.1589 -10.0286
C 0.5306 0.8784 -1.8564
C 0.2125 -1.6821 5.0259
F 1.4887 0.1174 -9.7357
P 7.8362 3.0836 0.9805
H -10.4156 3.2114 -2.9297
C 3.0733 0.1159 -3.9273
O 3.1511 0.7916 -2.5953
H -2.7644 4.5884 4.3081
O -1.6725 -5.6693 9.2471
O 3.7917 -2.3796 -3.7463
H 5.7676 2.1512 -1.0259
O -5.8514 2.6272 -4.9648
H 11.8533 2.8467 2.8759
H -2.3598 -6.2154 12.4866
H 0.4252 -3.4082 -7.3826
C 3.6175 -3.2466 -4.9293
O 7.5646 3.1128 -0.7278
O 8.0793 3.0575 2.5095
C 0.3882 2.1057 -8.6556
C 1.4225 -0.8024 4.7632
H -11.5607 3.3700 -4.2822
```

Properties
Kohn-Sham gap ... 8.15 eV
HOMO ... -9.954 eV
LUMO level ... -1.806 eV
SMILES string ... CC(=O)OCCOC(=O)OCCOCC(F)(F)C(F)(F)C(F)(F)C(F)F.CCOP(=O)(OCC)OCC.CCOP(=O)(OCC)OCC.CCOP(=O)(OCC)OCC.CCOP(=O)(OCC)OCC
Net charge ... 0